C5H8N2S | the ωB97M-V functional and the def2-TZVPD basis

```
16
C5H8N2S (the ωB97M-V functional and the def2-TZVPD basis)
S 2.65499 0.03058 -0.73672
N -1.34382 1.50202 -0.10466
N 0.93961 1.92029 -0.10877
C -2.61668 -0.41420 -0.25968
C 3.72435 -0.72021 0.65229
C -0.24162 2.33774 -0.14996
C 1.64289 0.94514 0.14424
C -1.27148 0.24060 -0.40509
H 3.80226 -1.77421 0.54478
H -2.68388 -1.06162 0.56974
H 4.75288 -0.37024 0.58296
H 3.12917 -0.30532 1.46894
H -2.18146 1.85019 0.17140
H -3.08604 -0.81870 -1.15264
H -0.47766 3.36579 -0.12185
H -3.29837 0.34194 0.07522
```

Its net charge is 0. Its spin multiplicity is 1. As for the maximum force: 3.893 eV/A. The energy relative to the best compared isomer or geometry (same formula, charge and spin) comes out at 503.2 kJ/mol. As for the HOMO energy: -7.5 eV.

C3H3NO2 | the ωB97M-V functional and the def2-TZVPD basis

```
9
C3H3NO2 (the ωB97M-V functional and the def2-TZVPD basis)
O -1.64937 1.45383 0.95491
O -4.83314 -0.36683 -0.28642
N -2.43546 -0.27099 -0.27865
C -3.73313 -0.14192 -0.35701
C 0.03320 0.23216 -0.24032
C -1.41975 0.54249 0.21079
H 0.27590 -0.82910 -0.36448
H 0.68308 0.81537 0.29463
H 0.08086 0.80499 -1.17529
```

Its net charge is 0. Its spin multiplicity is 1. As for the maximum force: 8.684 eV/A. As for the SMILES: CC(=O)N=C=O. The energy relative to the best compared isomer or geometry (same formula, charge and spin) comes out at 108.1 kJ/mol. As for the HOMO energy: -10.3 eV.

C11H13NO | the ωB97M-V functional and the def2-TZVPD basis

```
26
C11H13NO (the ωB97M-V functional and the def2-TZVPD basis)
O -4.00565 -0.34614 -0.30142
N 3.50546 0.58457 -0.70044
C 1.68308 -0.52527 1.41641
C 2.07630 0.36656 -0.75002
C -1.67476 -1.04980 -0.07611
C -2.71627 -0.09097 -0.15137
C 1.41992 0.79605 0.62064
C -0.03198 0.72894 0.38890
C 0.88054 -1.37980 0.40396
C 1.70548 -1.12950 -0.92252
C -1.01301 1.62646 0.16962
C -2.32047 1.24920 -0.10505
C -0.38543 -0.63540 0.22699
H 1.70538 0.99006 -1.57651
H 1.82887 1.71206 0.95200
H -0.79009 2.69079 0.12630
H 2.73703 -0.82173 1.45427
H 0.77741 -2.45499 0.56905
H 1.16692 -1.35948 -1.81419
H -4.18990 -1.26295 -0.11510
H 1.26539 -0.50167 2.45768
H 2.60616 -1.75325 -1.01100
H -3.08047 2.05069 -0.23195
H 3.64975 1.60103 -0.70014
H 3.94347 0.19029 0.15817
H -1.85326 -2.14255 -0.28282
```

Its net charge is 0. Its spin multiplicity is 1. As for the maximum force: 3.047 eV/A. As for the SMILES: N[C@H]1C[C@H]2C[C@@H]1c1ccc(O)cc12. The energy relative to the best compared isomer or geometry (same formula, charge and spin) comes out at 32.5 kJ/mol. As for the HOMO energy: -7.9 eV.

C8H11N2O5 | the ωB97M-V functional and the def2-TZVPD basis

```
26
C8H11N2O5 (the ωB97M-V functional and the def2-TZVPD basis)
O 3.30878 -0.93204 -0.82226
O -3.43732 0.14167 -0.33519
O 0.62600 1.57541 1.12982
O -1.82205 -1.24093 0.42293
O 4.90050 -0.21091 0.66387
N 0.95070 -0.06011 -0.69121
N -0.08253 0.29290 -1.10523
C -4.53725 -0.27461 0.49800
C 3.71733 -0.14285 0.16554
C -1.28255 0.48343 -1.22375
C -2.26117 -0.32770 -0.21928
C -5.70090 0.66662 0.03800
C 2.83507 0.78526 0.77972
C 1.52153 0.98412 0.64513
C 5.91262 -0.98368 -0.05641
H -4.28304 -0.30627 1.57144
H 2.37492 -0.75168 -0.87343
H -5.56304 1.66534 0.43240
H 5.70498 -1.08539 -1.05088
H -4.85172 -1.37851 0.38310
H 6.91885 -0.53451 0.21180
H -1.93094 1.05977 -1.76893
H 3.19426 1.41201 1.49475
H -5.52460 0.80720 -0.98824
H -6.66032 0.31183 0.34675
H 5.97186 -1.95636 0.35157
```

Its net charge is +1. Its spin multiplicity is 1. As for the maximum force: 3.921 eV/A. As for the SMILES: CCOC(=O)C=[N+]=NC(=O)/C=C(\O)OC. The energy relative to the best compared isomer or geometry (same formula, charge and spin) comes out at 57.7 kJ/mol. As for the HOMO energy: -13.4 eV.

C37H38CrN5P | the ωB97M-V functional and the def2-TZVPD basis

```
82
C37H38CrN5P (the ωB97M-V functional and the def2-TZVPD basis)
Cr 12.89304 8.32514 10.77877
P 9.72724 12.57487 11.18549
N 15.01783 8.43316 11.30818
N 13.84388 6.74871 9.50906
N 11.13004 7.29678 10.11167
N 13.08045 9.71195 9.28882
N 12.43113 7.93588 12.77838
C 12.22503 9.04915 13.45516
C 12.86216 10.99360 9.71566
C 12.85205 12.07700 8.84254
C 12.80850 5.63287 9.46678
C 12.32988 6.74834 13.38897
C 13.21004 10.54004 7.05909
C 9.88639 7.76812 10.25423
C 17.71536 8.89221 10.64841
C 8.78370 6.97635 9.98058
C 12.03212 6.67911 14.74951
C 13.29997 9.48808 7.97155
C 11.95847 7.84590 15.49964
C 10.46719 14.07331 11.94014
C 8.28851 12.21201 12.21825
C 8.19624 10.98790 12.97556
C 17.13228 7.64652 10.48646
C 12.08350 9.06380 14.82780
C 9.01925 13.22091 9.65815
C 15.77182 7.47522 10.74798
C 8.01177 14.23066 7.17352
C 8.36228 12.35380 8.71658
C 11.39829 6.13627 9.48031
C 8.62853 15.07789 8.08726
C 10.37374 5.29467 9.13188
C 14.96801 6.24541 10.32643
C 14.34324 7.09475 8.13427
C 13.45960 8.07780 7.38016
C 9.08361 14.58678 9.29755
C 13.06896 11.87198 7.45096
C 7.08706 10.69724 13.75059
C 7.87471 12.87032 7.50753
C 6.03655 12.76542 13.09542
C 15.65755 9.55825 11.72685
C 7.16598 13.05702 12.29304
C 16.97180 9.84305 11.40849
C 5.98895 11.56834 13.79277
C 9.03953 5.71172 9.40492
H 9.61753 15.31865 9.89102
H 12.66014 13.06425 9.26541
H 17.59869 6.82282 9.96156
H 15.35516 7.49569 8.25212
H 11.96728 5.69302 15.21163
H 9.00259 10.26245 12.95413
H 7.45304 12.26551 6.70816
H 12.57459 11.09964 10.75010
H 13.78728 8.21815 6.31625
H 8.72908 16.11078 7.86073
H 15.60750 5.62963 9.72260
H 18.68698 9.11361 10.21191
H 5.33304 13.54524 13.29108
H 7.55269 14.62639 6.28128
H 14.63945 5.68488 11.21179
H 7.11185 14.00959 11.75432
H 7.81777 7.36299 10.16278
H 12.97801 4.96275 10.29156
H 10.96526 14.65258 11.14872
H 12.42510 7.74296 7.33286
H 14.35421 6.17745 7.50138
H 13.30719 10.28472 6.03196
H 10.63475 4.33248 8.71361
H 12.22332 10.01865 12.88522
H 15.08621 10.28879 12.32540
H 12.97495 12.68402 6.74704
H 8.19058 5.11641 9.10330
H 11.74766 7.81963 16.54130
H 12.18798 10.04184 15.29242
H 17.40635 10.79363 11.72738
H 5.15012 11.34589 14.44552
H 9.90773 8.82409 10.53623
H 8.29447 11.30208 8.96461
H 11.20579 13.76045 12.68611
H 9.71974 14.66953 12.49293
H 7.14218 9.82677 14.39400
H 12.89713 5.00641 8.52790
H 12.46478 5.82205 12.78256
```

Its net charge is +3. Its spin multiplicity is 4. As for the maximum force: 2.283 eV/A. The expectation value of S² is 3.8110. The energy relative to the best compared isomer or geometry (same formula, charge and spin) comes out at 0.0 kJ/mol. As for the HOMO energy (alpha / beta): -14.3 / -14.3 eV.

C46H82N11NaO | the ωB97M-V functional and the def2-TZVPD basis

```
141
C46H82N11NaO (the ωB97M-V functional and the def2-TZVPD basis)
Na -0.70120 -1.13986 0.51167
O 0.80368 -2.20793 -0.31985
N -0.95798 1.12327 1.11451
N -2.38325 -0.55001 -1.09322
N 3.92619 4.46480 -2.83533
N 1.90114 -4.30286 -5.71904
N 4.19868 -2.31136 4.33676
N 0.65887 1.61341 -2.85215
N 7.16774 4.43975 1.65677
N 1.02492 0.23402 3.31773
N -2.27218 -2.79694 1.47876
N -6.39246 -2.11104 -1.36032
N -3.92237 2.23213 3.51553
C 2.21894 -4.05784 0.46955
C -2.41403 -4.38078 -1.54340
C -3.30698 1.28225 3.53091
C -6.54155 -1.12040 1.04724
C -1.84071 -4.76513 -0.16842
C 0.04171 -1.99136 -3.82978
C -0.21636 3.60743 1.57651
C -2.47174 0.42241 -1.69645
C 6.42072 4.25698 0.83146
C 3.36052 -0.33137 -2.24690
C 1.01048 -2.71359 5.31261
C -4.52340 -0.80048 5.40005
C 3.49678 3.67738 1.36208
C 0.48670 -1.17393 -4.98560
C 2.24855 0.23221 -1.28912
C 0.58802 5.37451 -3.33595
C 2.91514 4.49856 -3.38212
C 4.26852 -0.70164 2.27681
C -5.22820 -0.41173 1.40661
C -3.02194 -0.54638 5.11590
C 5.62594 -0.66389 1.62794
C 0.99838 -4.03035 -5.04999
C 5.44212 4.14012 -0.27938
C 3.88549 0.71248 -3.25650
C -6.40851 -1.72539 -0.30768
C -1.35248 4.39481 2.23331
C 0.92257 -0.88859 3.60649
C -0.61061 2.23722 1.22577
C 0.78754 -2.26781 3.91331
C -2.92719 1.61957 -2.38526
C 1.60987 4.49206 -4.08776
C 4.34161 3.20992 0.21059
C 4.24726 -1.67567 3.37188
C -3.94307 -4.42938 -1.61777
C -4.07041 1.35687 -3.42646
C 5.91522 -1.84573 0.74463
C 0.99930 -4.19203 5.40309
C -3.54138 0.72027 -4.65343
C 0.37370 4.76550 -1.89800
C -2.09914 -3.65918 0.73858
C -2.60507 0.06687 3.76808
C 1.24431 0.98112 -2.07455
C -5.05690 0.87340 0.63444
C 1.71790 -3.19757 -0.69075
C -0.06623 -3.55699 -4.07509
C -2.43211 4.53070 1.13354
H 1.92040 -2.33642 5.77010
H 6.88026 -1.80487 0.22169
H 3.01373 -1.29347 -2.72481
H 0.67321 3.53650 2.22537
H -5.25190 -0.15509 2.45855
H 0.19576 -2.24349 5.90771
H 6.39354 -0.63110 2.43050
H 2.90997 2.86197 1.79098
H 1.75044 4.85521 -5.13926
H -4.28244 -3.62565 -0.88215
H 1.36756 -4.00526 -1.40585
H -1.73641 3.89697 3.11244
H -1.99240 5.17512 0.41156
H -2.58515 -1.52745 4.99695
H 5.93861 3.69005 -1.13834
H -4.35758 -5.35223 -1.26789
H 5.86351 -2.70503 1.33889
H -4.44183 2.39193 -3.66684
H -0.90311 -1.68857 -3.43492
H -4.92291 0.82597 -2.96004
H -1.04664 -3.81616 -4.41154
H -2.01977 -5.14856 -2.19001
H -7.28962 -0.32689 0.99480
H -2.51514 3.53421 0.69156
H -5.68892 1.72408 1.01671
H 1.70319 -0.67382 -0.81138
H 3.92533 0.20126 2.75512
H -4.20324 0.81211 -5.54264
H 4.22402 1.68585 -2.77003
H -0.75005 -4.82133 -0.13140
H 0.07390 3.75207 -1.89561
H 1.27738 3.45303 -4.19025
H 0.11437 4.08118 0.63219
H -2.19942 -5.76487 0.09990
H 2.80076 4.46448 0.95862
H -0.31431 5.42467 -1.38597
H -3.31197 -0.37469 -4.49599
H 2.85104 -4.86167 0.08185
H 3.68560 3.01706 -0.62124
H -4.02602 1.14662 0.88138
H 1.40198 4.84139 -1.48436
H -2.00710 -3.35986 -1.79719
H 0.24668 -0.11624 -4.71331
H 0.04158 -1.44838 -5.96218
H -5.16464 0.12909 5.36291
H 2.63968 -2.79030 -1.15013
H 2.80028 -3.45545 1.20503
H -0.30548 5.23266 -3.93305
H -4.42811 -1.13992 1.27070
H -0.96718 5.35846 2.63400
H -2.81892 -0.62178 2.94516
H 1.33745 -4.35884 1.01615
H 0.78702 -1.94693 -3.04477
H -4.83597 -1.51267 4.66863
H -4.25762 -4.10739 -2.58884
H -2.14632 2.12320 -3.01436
H 1.52823 -2.74222 3.26795
H -1.53129 0.26599 3.84984
H 4.79057 0.28415 -3.78759
H -0.14907 -2.59764 3.51630
H 1.55897 -1.29266 -5.10555
H -3.36559 5.03613 1.46171
H 5.77331 0.32428 1.12931
H -3.26104 2.23797 -1.51883
H 4.20372 -0.52761 -1.54779
H 4.90079 2.24777 0.41119
H 3.53196 -0.96329 1.55334
H 0.05764 -4.64594 5.13093
H 0.16479 -4.07699 -3.16020
H 3.10720 0.95698 -4.05985
H -2.59970 1.16170 -4.96609
H 5.11767 5.07852 -0.57249
H 4.11299 4.09967 2.16266
H -5.16500 0.77821 -0.43723
H 0.82320 6.47357 -3.40140
H -6.75529 -1.90319 1.72425
H 5.11159 -1.94979 -0.07741
H -2.47870 -0.01769 5.86198
H 1.70911 -4.64572 4.66040
H 1.19290 -4.56141 6.44511
H 2.65470 0.90004 -0.50034
H -4.62183 -1.13435 6.42188
```

Its net charge is 0. Its spin multiplicity is 1. As for the maximum force: 4.383 eV/A. As for the HOMO energy: -8.1 eV.